A molecular structure, C21H30BF4IrN15S2Te, computed with ωB97M-V with the def2-TZVPD basis set.

Geometry (Å):
Ir (-0.35468, -0.08625, -0.00664)
N (1.05007, -3.24637, -1.48177)
C (0.50264, -3.33346, -0.24131)
N (0.55719, -4.44448, 0.48979)
N (-0.10817, -4.13121, 1.58604)
N (-0.56228, -2.89596, 1.50370)
N (-0.19572, -2.35794, 0.35133)
C (1.08352, -2.14508, -2.23831)
N (1.65743, -2.13480, -3.45285)
N (1.51985, -0.89905, -3.85421)
N (0.88536, -0.18064, -2.91964)
N (0.57997, -0.94233, -1.89513)
H (1.61326, -4.02888, -1.79773)
N (-0.77243, 2.49927, -3.33702)
C (-1.70120, 1.63863, -3.87498)
C (-2.08187, 0.82185, -2.85600)
N (-1.40953, 1.17279, -1.71067)
C (-0.60932, 2.16043, -2.04434)
C (0.31482, 2.67316, -1.05556)
N (0.42539, 2.05337, 0.09879)
C (1.34949, 2.74341, 0.84030)
C (1.79328, 3.80626, 0.11914)
N (1.12059, 3.75285, -1.08565)
H (-0.21345, 3.14363, -3.86552)
H (-1.99527, 1.67752, -4.91076)
H (-2.80412, 0.02138, -2.86217)
H (1.62371, 2.42444, 1.83201)
H (2.51470, 4.57382, 0.33837)
H (1.24090, 4.39206, -1.84972)
Te (-2.88681, -0.83898, 1.14721)
C (-4.31801, 0.66922, 0.88784)
C (-5.21401, 1.13084, 1.81416)
C (-6.08445, 2.13462, 1.30553)
C (-5.84131, 2.41756, -0.00381)
S (-4.54323, 1.48430, -0.60986)
H (-5.24885, 0.75496, 2.82958)
H (-6.85615, 2.62223, 1.88693)
H (-6.35550, 3.12123, -0.64199)
C (-0.63047, 0.12870, 7.18011)
C (-2.13140, -0.11958, 7.03294)
C (-2.52438, -1.39582, 6.28303)
C (-2.22406, -1.38663, 4.78917)
N (-0.80724, -1.60766, 4.51104)
C (-0.04727, -0.95697, 3.62918)
S (-0.60626, 0.46014, 2.80256)
N (1.18930, -1.38978, 3.43983)
C (1.74739, -2.59762, 4.05072)
C (2.10880, -2.44733, 5.53954)
C (3.51925, -1.91563, 5.79638)
C (3.72453, -0.47208, 5.33467)
H (-0.45090, 1.01065, 7.79915)
H (-0.14871, 0.30145, 6.21585)
H (-0.13945, -0.72080, 7.66476)
H (-2.59109, 0.73711, 6.52768)
H (-2.57758, -0.16837, 8.03036)
H (-3.60378, -1.53414, 6.39043)
H (-2.05120, -2.26997, 6.74824)
H (-2.50893, -0.43139, 4.35780)
H (-2.79986, -2.16318, 4.28451)
H (-0.43078, -2.46800, 4.87845)
H (1.74000, -0.91792, 2.73238)
H (2.63315, -2.83556, 3.47052)
H (1.04394, -3.42148, 3.90235)
H (2.00056, -3.42714, 6.01545)
H (1.39210, -1.77587, 6.02082)
H (4.24278, -2.56722, 5.29694)
H (3.71884, -1.98253, 6.86924)
H (3.67323, -0.39050, 4.24878)
H (4.70612, -0.10613, 5.64118)
H (2.96575, 0.18496, 5.77080)
F (4.24154, 0.12190, -0.16383)
B (3.41767, -0.86702, 0.34249)
F (2.09206, -0.27207, 0.57873)
F (3.24077, -1.92905, -0.55380)
F (3.87019, -1.34053, 1.59421)

Properties
Charge = 0
F_max = 1.0 eV/A
Spin multiplicity = 6
LUMO energy (alpha / beta) = -0.073 / -2.876 eV
Kohn-Sham gap (alpha / beta) = 7.089 / 5.500 eV
Total energy = -3232.7331 Eh

=====

A single C3H4ClF2NO molecule at a distorted geometry, computed with ωB97M-V with the def2-TZVPD basis set.

Geometry (Å):
C (-0.62217, 0.42312, -0.36144)
C (0.78391, 0.67332, 0.12956)
F (1.69708, -0.02598, -0.57494)
F (1.16580, 1.89642, 0.29226)
N (0.85988, -0.01905, 1.63784)
C (0.29101, -1.15006, 2.00968)
O (-0.52454, -1.86903, 1.53750)
Cl (1.14519, -1.72164, 3.58290)
H (-0.57276, -0.50240, -0.79933)
H (-1.01423, 1.12814, -1.10567)
H (-1.40352, 0.43821, 0.41075)
H (1.62426, 0.20327, 2.29939)

Properties
Charge = 0
F_max = 4.9 eV/A
Spin multiplicity = 1
LUMO energy = 0.683 eV
Kohn-Sham gap = 11.459 eV
Total energy = -906.6406 Eh

=====

A single C2H4BrO2P molecule at a distorted geometry, computed with ωB97M-V with the def2-TZVPD basis set.

Geometry (Å):
C (1.06986, 0.05971, -1.04206)
C (-0.55227, 0.34627, -0.97716)
O (-1.15847, 0.82218, -1.87891)
O (-1.10946, -0.05554, 0.22763)
P (-0.86651, -0.92362, 1.69008)
Br (0.58316, 0.15377, 3.01797)
H (1.31451, -0.76872, -1.67059)
H (1.44430, 0.01011, -0.02804)
H (1.42802, 0.88015, -1.57558)
H (-2.15313, -0.52432, 2.23665)

Properties
Charge = 0
F_max = 3.8 eV/A
Spin multiplicity = 1
LUMO energy = 0.068 eV
Kohn-Sham gap = 9.781 eV
Total energy = -3144.4595 Eh

=====

11 unconnected molecules or ions with the total composition C33H93O38P9 at a distorted geometry, computed with ωB97M-V with the def2-TZVPD basis set.

Geometry (Å):
C (3.97684, -0.28221, -0.17781)
O (5.05744, 0.24083, -1.03005)
P (6.47289, -0.46529, -1.10711)
O (7.33009, 0.14581, -2.10261)
O (6.91232, -0.49534, 0.39609)
C (8.20729, -1.02145, 0.61271)
O (6.17256, -1.99979, -1.33402)
C (6.18714, -2.53557, -2.66417)
H (4.30802, -0.68244, 0.78136)
H (3.50828, -1.08244, -0.68521)
H (3.35516, 0.59152, -0.05237)
H (8.93890, -0.27152, 0.82512)
H (8.55633, -1.60030, -0.29029)
H (8.14708, -1.78281, 1.37794)
H (5.75166, -1.82127, -3.48485)
H (5.56611, -3.37067, -2.63565)
H (7.18866, -2.79566, -3.00462)
C (1.89736, -6.83338, 1.18847)
O (2.88710, -6.07771, 1.90106)
P (2.56107, -4.57845, 2.23455)
O (1.58222, -4.02182, 1.34319)
O (4.05854, -4.00303, 2.24598)
C (4.77901, -4.13873, 1.05319)
O (2.13544, -4.45414, 3.70923)
C (2.78174, -5.08686, 4.79701)
H (1.92821, -6.55173, 0.15444)
H (0.92984, -6.73712, 1.61536)
H (2.17876, -7.82615, 1.28818)
H (4.93205, -5.22320, 0.86559)
H (5.74203, -3.66458, 1.27964)
H (4.29618, -3.70095, 0.17091)
H (3.65618, -4.55632, 5.09171)
H (3.02548, -6.09098, 4.53927)
H (2.07568, -4.99182, 5.69446)
C (2.13874, -5.20451, -4.49523)
O (3.12048, -4.54965, -3.64269)
P (2.48618, -3.41542, -2.73239)
O (3.44651, -2.93967, -1.75885)
O (1.24876, -4.22222, -2.21862)
C (0.12416, -3.47652, -1.55178)
O (1.92334, -2.42527, -3.80865)
C (2.77500, -1.32202, -4.23147)
H (1.29360, -4.61495, -4.78488)
H (1.78834, -6.10188, -3.97553)
H (2.73569, -5.54418, -5.37779)
H (0.37700, -3.55352, -0.49050)
H (-0.73219, -4.02268, -1.85205)
H (0.12675, -2.46426, -1.89187)
H (2.09359, -0.51378, -4.64263)
H (3.55213, -1.75867, -4.85482)
H (3.28795, -0.98382, -3.36628)
C (-5.23671, -1.02492, -1.40488)
O (-4.32481, -1.93553, -2.01924)
P (-3.96027, -1.81977, -3.57281)
O (-4.62549, -2.64597, -4.58563)
O (-4.24320, -0.32102, -3.77456)
C (-4.41700, 0.34318, -5.08391)
O (-2.44734, -2.15406, -3.37163)
C (-1.59350, -1.95449, -4.51456)
H (-4.75158, -0.09067, -1.02369)
H (-5.61262, -1.55527, -0.56358)
H (-6.06622, -0.84664, -2.09801)
H (-3.39300, 0.72882, -5.29380)
H (-5.22336, 1.10535, -5.00047)
H (-4.69248, -0.46425, -5.83354)
H (-2.06059, -1.56083, -5.43745)
H (-1.15412, -2.94209, -4.63657)
H (-0.80513, -1.27666, -4.13280)
C (-4.03782, 4.57652, -3.01517)
O (-4.11502, 5.56416, -1.95708)
P (-3.24622, 5.29295, -0.63021)
O (-1.84286, 4.88600, -0.76217)
O (-3.40073, 6.64286, 0.18106)
C (-2.59464, 7.80328, -0.09165)
O (-4.22509, 4.33885, 0.19637)
C (-3.71909, 3.11972, 0.72877)
H (-4.52877, 3.64227, -2.82691)
H (-3.02522, 4.38221, -3.29107)
H (-4.54791, 5.13557, -3.76259)
H (-2.95320, 8.26394, -1.00606)
H (-1.53325, 7.56414, -0.08153)
H (-2.70619, 8.52768, 0.73245)
H (-4.39079, 2.34134, 0.39151)
H (-3.69788, 3.20680, 1.82076)
H (-2.70691, 2.88988, 0.39028)
C (-1.62627, 4.16469, -7.45793)
O (-0.44752, 3.47219, -6.99659)
P (-0.58131, 2.34418, -5.84207)
O (-1.45252, 1.16861, -6.01350)
O (0.91787, 1.98548, -5.65834)
C (1.61328, 1.19935, -6.61563)
O (-1.02559, 3.21323, -4.60141)
C (0.08350, 3.88717, -3.97089)
H (-1.99846, 4.92190, -6.72558)
H (-2.46081, 3.48253, -7.66481)
H (-1.32408, 4.49030, -8.42577)
H (1.25019, 0.26502, -6.64827)
H (2.65723, 1.11388, -6.24125)
H (1.76493, 1.62653, -7.58930)
H (0.61189, 4.49322, -4.70488)
H (0.81911, 3.28169, -3.53061)
H (-0.37477, 4.59599, -3.24821)
C (-3.58808, -3.53782, 1.09243)
O (-4.14526, -2.86268, 2.30977)
P (-4.16955, -1.26468, 2.39927)
O (-3.49493, -0.52510, 1.38044)
O (-5.68297, -0.87574, 2.43714)
C (-6.61411, -1.50043, 3.36020)
O (-3.64323, -1.06922, 3.89183)
C (-3.80399, 0.25816, 4.51625)
H (-2.67502, -3.11058, 0.65029)
H (-4.32108, -3.51736, 0.30405)
H (-3.29549, -4.52620, 1.44145)
H (-7.15931, -0.66354, 3.79017)
H (-6.07045, -2.05187, 4.17347)
H (-7.35625, -2.06633, 2.85429)
H (-3.44929, 1.07867, 3.86035)
H (-3.22687, 0.24811, 5.44865)
H (-4.83119, 0.44403, 4.77825)
C (-1.86112, 0.90877, -1.96545)
O (-1.08228, 1.56081, -0.96756)
P (0.43981, 1.13948, -0.93126)
O (1.24440, 1.39543, -2.14112)
O (0.88099, 1.95735, 0.35745)
C (1.73727, 3.09286, 0.28436)
O (0.45547, -0.39195, -0.54837)
C (-0.27305, -1.01826, 0.48287)
H (-2.06596, -0.07228, -1.47211)
H (-1.25093, 0.76068, -2.84392)
H (-2.72944, 1.49206, -2.09403)
H (2.04344, 3.20062, -0.75331)
H (2.59844, 2.85784, 0.89658)
H (1.22282, 4.04330, 0.54673)
H (-0.75002, -1.91173, 0.06455)
H (-1.02157, -0.38113, 0.88383)
H (0.39713, -1.50681, 1.18248)
C (1.79842, 0.69651, 3.40151)
O (1.31938, 1.42527, 4.58255)
P (2.09138, 2.67101, 5.13715)
O (2.42010, 3.84318, 4.31023)
O (1.20279, 3.00623, 6.40543)
C (-0.07613, 3.57569, 6.35273)
O (3.38517, 2.00515, 5.78798)
C (4.51990, 2.83235, 6.05590)
H (2.79873, 1.02979, 3.13168)
H (1.05653, 0.83293, 2.54406)
H (1.89078, -0.28462, 3.79544)
H (-0.57159, 2.95329, 5.63382)
H (-0.21156, 4.63314, 6.07482)
H (-0.54868, 3.46796, 7.31493)
H (4.92247, 2.53263, 6.98309)
H (4.18367, 3.88961, 6.01632)
H (5.30458, 2.59230, 5.35489)
C (-0.76701, 3.75466, 2.55120)
C (-0.73625, 5.18152, 3.14753)
C (0.28451, 6.11189, 2.47726)
O (-1.32688, 5.47647, 4.16189)
H (-1.63726, 3.35971, 3.07289)
H (0.10522, 3.15037, 2.91143)
H (-0.77689, 3.54370, 1.49632)
H (0.27999, 7.06666, 2.97424)
H (0.06623, 6.19526, 1.36220)
H (1.32645, 5.72804, 2.52527)
C (-1.22771, -4.01450, 4.36904)
C (-1.64918, -3.21023, 5.55891)
C (-3.00333, -3.67064, 6.16017)
O (-0.99213, -2.32998, 6.01130)
H (-0.25622, -3.70185, 3.93846)
H (-1.94433, -3.88824, 3.51054)
H (-1.15309, -5.06936, 4.57004)
H (-3.41479, -2.96554, 6.85622)
H (-2.81661, -4.60970, 6.74482)
H (-3.72235, -3.98572, 5.39234)

Properties
Charge = 0
F_max = 4.1 eV/A
Spin multiplicity = 1
LUMO energy = 0.452 eV
Kohn-Sham gap = 9.829 eV
Total energy = -7245.2447 Eh